Entry from OMol25: C23H25F6N6O4PdS2 as an isolated structure in a non-equilibrium geometry (ωB97M-V with the def2-TZVPD basis set).

Each line ends with the Mulliken spin population.
Positions of all 67 atoms, in Å:
Pd1 0.026 -0.094 1.443  1.598
C1 -0.479 4.063 1.897  0.059
C2 -1.665 4.170 2.591  -0.018
C3 -2.354 3.026 2.947  0.069
C4 -1.775 1.799 2.605  0.078
N1 -0.567 1.711 2.036  0.136
C5 0.088 2.847 1.642  0.045
C6 -2.492 0.495 2.737  0.148
C7 -3.876 0.341 2.818  0.107
C8 -4.449 -0.915 2.688  -0.004
C9 -3.612 -2.027 2.539  0.158
C10 -2.207 -1.837 2.353  0.102
N2 -1.713 -0.566 2.446  0.042
C11 -1.209 -2.791 1.958  0.091
C12 -1.266 -4.186 2.136  0.094
C13 -0.318 -4.969 1.474  -0.047
C14 0.543 -4.394 0.553  0.132
C15 0.560 -2.980 0.417  0.041
N3 -0.089 -2.196 1.252  0.104
H1 -0.004 4.970 1.504  -0.001
H2 -2.013 5.241 2.739  0.002
H3 -3.397 3.228 3.161  -0.001
H4 1.023 2.680 1.147  0.001
H5 -4.533 1.133 2.826  -0.015
H6 -5.525 -1.010 2.568  0.009
H7 -4.010 -3.052 2.467  -0.005
H8 -2.137 -4.571 2.722  0.002
H9 -0.430 -6.049 1.732  0.001
H10 1.085 -4.945 -0.155  0.003
H11 1.238 -2.477 -0.268  0.010
F1 -5.572 2.008 -0.726  0.000
C16 -4.693 1.926 -1.689  0.002
F2 -5.165 1.302 -2.786  0.001
F3 -4.216 3.106 -2.016  0.000
S1 -3.358 0.858 -1.055  0.000
O1 -2.660 1.929 -0.311  0.009
O2 -3.987 -0.258 -0.421  0.014
N4 -2.473 0.253 -2.225  0.005
S2 -1.207 0.970 -3.039  0.000
O3 -1.369 2.316 -3.526  0.001
O4 -0.003 0.650 -2.292  0.008
C17 -1.277 -0.323 -4.458  0.000
F4 -1.768 -1.546 -4.206  0.000
F5 -2.132 0.307 -5.329  0.000
F6 -0.091 -0.427 -5.165  0.000
C18 2.943 -1.051 -2.729  0.098
C19 3.118 0.389 -2.197  0.014
N5 3.692 0.573 -0.888  0.556
C20 5.166 0.758 -0.741  -0.018
C21 5.926 -0.473 -1.155  0.069
C22 2.931 0.473 0.223  -0.106
C23 3.682 0.103 1.447  0.011
N6 1.622 0.580 0.226  0.445
H12 3.827 -1.154 -3.385  0.009
H13 2.005 -1.061 -3.338  -0.005
H14 2.929 -1.816 -2.034  -0.015
H15 2.147 0.860 -2.254  0.003
H16 3.731 0.958 -2.906  0.008
H17 5.352 1.036 0.273  0.006
H18 5.526 1.642 -1.336  0.022
H19 5.586 -0.900 -2.121  0.000
H20 5.842 -1.261 -0.401  -0.003
H21 6.906 -0.098 -1.165  -0.003
H22 4.400 0.818 1.798  -0.006
H23 4.172 -0.898 1.402  -0.008
H24 2.813 -0.038 2.233  0.001
H25 1.213 0.845 -0.687  -0.060

Values from the calculation:
Energy: -3043.1099 Eh
Lowest unoccupied orbital energy (alpha / beta): -10.4 / -13.6 eV
Total charge: +3
Multiplicity: 5
Orbital gap (alpha / beta): 6.36 / 3.08 eV

Entry from OMol25: C7H8 as an isolated structure in a non-equilibrium geometry (ωB97M-V with the def2-TZVPD basis set).

Each line ends with the Löwdin charge.
Positions of all 15 atoms, in Å:
C1 -1.761 -0.086 -0.029  -0.333
C2 -2.983 -0.578 -0.013  0.043
C3 -0.968 1.097 -0.178  -0.027
C4 0.234 0.717 0.640  -0.270
C5 1.300 0.313 -0.343  -0.090
C6 -0.385 -0.524 0.106  0.070
C7 2.460 -0.527 0.061  -0.090
H1 -3.169 -1.633 0.046  0.054
H2 -3.825 0.088 0.009  0.053
H3 -0.848 1.561 -1.150  0.113
H4 0.390 1.044 1.656  0.128
H5 1.276 0.748 -1.328  0.108
H6 3.112 -0.717 -0.788  0.075
H7 2.128 -1.478 0.472  0.085
H8 3.039 -0.024 0.839  0.082

Values from the calculation:
Energy: -271.2849 Eh
Lowest unoccupied orbital energy: 0.2 eV
Multiplicity: 1
Energy relative to the best compared isomer or geometry (same formula, charge and spin): 647.3 kJ/mol
Orbital gap: 8.01 eV

Entry from OMol25: a 3-piece molecular cluster, C23H50F3IN3O2S overall in a non-equilibrium geometry (ωB97M-V with the def2-TZVPD basis set).

Each line ends with the Löwdin charge.
Positions of all 83 atoms, in Å:
O1 -1.445 -1.149 0.010  -0.046
O2 -0.260 -0.453 0.033  -0.188
C1 -0.100 0.393 -1.120  -0.234
C2 -0.514 1.914 -0.885  -0.613
I1 0.614 2.545 0.913  1.088
C3 -0.134 2.792 -2.196  -0.107
N1 -1.408 3.508 -2.500  0.056
C4 -2.288 3.658 -1.258  -0.196
C5 -1.760 5.038 -0.632  -0.119
C6 -2.212 5.275 0.884  -0.046
C7 -1.121 5.989 1.786  -0.461
F1 -0.533 5.136 2.732  0.035
F2 -0.136 6.656 1.058  0.087
F3 -1.791 6.976 2.531  0.071
C8 -2.026 2.290 -0.479  -0.274
C9 -3.226 1.297 -0.852  -0.147
C10 -4.026 0.886 0.489  -0.259
C11 -4.831 2.125 1.107  -0.525
S1 -4.603 2.012 2.969  0.665
H1 -1.602 -1.583 -0.858  0.106
H2 -0.585 -0.051 -2.063  0.149
H3 1.023 0.396 -1.350  0.143
H4 0.690 3.491 -1.845  0.115
H5 0.301 2.148 -3.019  0.151
H6 -1.318 4.447 -2.927  0.188
H7 -1.931 2.914 -3.173  0.195
H8 -3.311 3.803 -1.724  0.163
H9 -2.258 5.868 -1.246  0.138
H10 -0.646 5.133 -0.808  0.109
H11 -2.613 4.314 1.357  0.111
H12 -3.109 5.982 0.856  0.144
H13 -2.080 2.333 0.647  0.084
H14 -2.907 0.349 -1.381  0.100
H15 -4.024 1.776 -1.525  0.121
H16 -4.781 0.051 0.286  0.128
H17 -3.279 0.483 1.242  0.091
H18 -4.343 3.076 0.719  0.047
H19 -5.938 2.123 0.848  0.085
H20 -4.869 3.256 3.523  -0.132
C12 3.968 0.403 1.031  -0.116
C13 4.724 0.070 2.312  -0.268
N2 6.154 0.334 2.235  -0.195
C14 6.906 -0.233 3.352  -0.248
C15 6.622 0.314 4.752  -0.088
C16 6.539 1.688 1.851  -0.247
C17 6.039 2.842 2.720  -0.086
H21 4.394 -0.125 0.173  0.081
H22 2.923 0.096 1.128  0.041
H23 3.974 1.474 0.819  0.043
H24 4.575 -0.998 2.500  0.121
H25 4.253 0.605 3.147  0.098
H26 7.977 -0.140 3.149  0.113
H27 6.718 -1.313 3.368  0.110
H28 7.066 1.299 4.900  0.056
H29 7.065 -0.350 5.499  0.073
H30 5.554 0.374 4.967  0.066
H31 6.193 1.863 0.826  0.099
H32 7.629 1.747 1.778  0.117
H33 4.988 2.737 2.997  0.064
H34 6.136 3.783 2.171  0.072
H35 6.628 2.947 3.631  0.056
C18 -0.308 -4.994 -3.836  -0.092
C19 -0.937 -5.130 -2.454  -0.276
N3 -2.388 -4.984 -2.451  -0.201
C20 -2.950 -4.844 -1.110  -0.255
C21 -2.813 -6.029 -0.153  -0.082
C22 -3.128 -5.869 -3.345  -0.248
C23 -2.950 -7.376 -3.158  -0.083
H36 -0.582 -4.045 -4.304  0.073
H37 0.781 -5.024 -3.751  0.074
H38 -0.603 -5.808 -4.501  0.067
H39 -0.505 -4.340 -1.829  0.111
H40 -0.622 -6.085 -2.017  0.101
H41 -4.009 -4.577 -1.189  0.111
H42 -2.477 -3.973 -0.637  0.091
H43 -3.505 -6.833 -0.403  0.059
H44 -3.053 -5.706 0.863  0.074
H45 -1.799 -6.431 -0.132  0.070
H46 -2.850 -5.623 -4.376  0.101
H47 -4.195 -5.630 -3.292  0.115
H48 -1.908 -7.663 -3.006  0.070
H49 -3.302 -7.900 -4.052  0.076
H50 -3.539 -7.751 -2.321  0.056

Values from the calculation:
Energy: -2216.1213 Eh
Lowest unoccupied orbital energy: -3.4 eV
Total charge: +1
Multiplicity: 1
Orbital gap: 6.18 eV

Entry from OMol25: C3H8CoO2 as an isolated structure in a non-equilibrium geometry (ωB97M-V with the def2-TZVPD basis set).

Each line ends with the Mulliken spin population.
Positions of all 14 atoms, in Å:
C1 -0.007 -0.892 -1.471  0.039
C2 -0.252 0.425 -0.776  -0.007
O1 0.510 0.492 0.432  -0.064
C3 -0.103 1.286 1.433  0.019
Co1 1.441 -1.249 1.063  3.901
H1 -0.544 -1.743 -0.903  -0.005
H2 -0.313 -0.818 -2.524  0.005
H3 -1.318 0.559 -0.530  0.001
H4 0.053 1.269 -1.414  0.004
H5 0.545 1.262 2.317  0.013
H6 -0.212 2.320 1.075  0.005
H7 -1.095 0.889 1.698  -0.002
O2 0.254 -2.575 1.104  1.100
H8 1.041 -1.225 -1.503  -0.007

Values from the calculation:
Energy: -1652.1411 Eh
Lowest unoccupied orbital energy (alpha / beta): 0.8 / -0.8 eV
Multiplicity: 6
Energy relative to the best compared isomer or geometry (same formula, charge and spin): 0.0 kJ/mol
Orbital gap (alpha / beta): 6.81 / 9.02 eV

Entry from OMol25: a 2-piece molecular cluster, C6H14N2O2 overall in a non-equilibrium geometry (ωB97M-V with the def2-TZVPD basis set).

Each line ends with the Löwdin charge.
Positions of all 24 atoms, in Å:
C1 -1.398 -1.909 -0.347  -0.070
N1 -0.090 -2.046 -0.955  0.006
C2 1.064 -1.709 -0.314  -0.545
C3 2.300 -2.382 -0.833  -0.003
O1 1.041 -1.033 0.700  0.030
H1 -1.897 -2.865 -0.226  0.080
H2 -1.289 -1.448 0.631  0.083
H3 -2.067 -1.300 -0.947  0.076
H4 -0.090 -2.717 -1.703  0.128
H5 3.139 -1.731 -0.662  0.078
H6 2.462 -3.367 -0.395  0.091
H7 2.324 -2.585 -1.904  0.078
C4 -0.207 2.078 2.451  -0.072
N2 -0.098 1.770 1.047  0.004
C5 -0.778 2.534 0.142  -0.545
C6 -0.676 2.022 -1.277  -0.004
O2 -1.579 3.403 0.454  0.027
H8 -1.037 2.762 2.586  0.076
H9 -0.288 1.167 3.032  0.079
H10 0.643 2.672 2.820  0.086
H11 0.631 1.187 0.666  0.096
H12 -0.056 1.126 -1.338  0.057
H13 -1.682 1.690 -1.533  0.082
H14 -0.369 2.678 -2.096  0.082

Values from the calculation:
Energy: -497.0328 Eh
Lowest unoccupied orbital energy: 0.6 eV
Multiplicity: 1
Energy relative to the best compared isomer or geometry (same formula, charge and spin): 64.9 kJ/mol
Orbital gap: 9.74 eV
SMILES: CNC(C)=O.CNC(C)=O

Entry from OMol25: a 2-piece molecular cluster, C4H11NO2 overall in a non-equilibrium geometry (ωB97M-V with the def2-TZVPD basis set).

Each line ends with the Mulliken spin population.
Positions of all 18 atoms, in Å:
C1 1.061 2.065 -1.953  0.016
C2 0.340 1.184 -0.973  0.016
N1 1.269 0.316 -0.214  0.721
C3 0.642 -0.396 0.938  0.026
C4 0.314 -1.739 0.323  0.055
O1 -0.832 -1.885 0.019  0.052
H1 1.745 2.814 -1.650  0.001
H2 0.347 2.502 -2.616  -0.001
H3 1.686 1.333 -2.675  0.000
H4 -0.428 0.587 -1.518  0.023
H5 -0.221 1.960 -0.203  0.080
H6 2.076 0.888 0.034  -0.010
H7 1.423 -0.441 1.633  -0.001
H8 -0.288 0.167 1.461  0.002
H9 1.171 -2.489 -0.105  0.007
H10 -1.640 -0.542 1.344  -0.001
H11 -3.056 -0.125 1.154  0.000
O2 -2.398 -0.059 1.810  0.014

Values from the calculation:
Energy: -363.8258 Eh
Lowest unoccupied orbital energy (alpha / beta): -4.2 / -9.1 eV
Total charge: +1
Multiplicity: 2
Energy relative to the best compared isomer or geometry (same formula, charge and spin): 269.3 kJ/mol
Orbital gap (alpha / beta): 10.90 / 5.95 eV